Entry 1:
75
Properties=species:S:1:pos:R:3 method="wB97M-V/def2-TZVPD" homo_energy_ha=-0.4539 lumo_energy_ha=-0.215 total_charge=+2
Zr 0.351 -0.612 0.254
C -3.941 0.714 0.789
C -2.459 0.560 0.894
N -1.717 0.079 -0.265
C -2.413 -0.702 -1.313
C -1.767 -2.065 -1.565
N -0.284 -2.001 -1.547
C 0.350 -1.534 -2.806
C 1.819 -1.208 -2.577
N 1.921 -0.231 -1.473
C 3.266 0.274 -1.104
C 3.392 0.489 0.417
N 2.073 0.631 1.040
C 1.924 1.275 2.159
C 3.058 1.932 2.874
C 0.553 1.302 2.663
C 0.134 2.050 3.712
C -1.267 2.057 4.036
C -2.154 1.494 3.193
C -1.696 0.842 1.979
N -0.325 0.518 1.925
H -4.217 1.256 -0.118
H -4.332 1.278 1.631
H -4.471 -0.243 0.774
H -2.422 -0.120 -2.235
H -3.455 -0.866 -1.045
H -2.132 -2.475 -2.510
H -2.050 -2.762 -0.777
H 0.060 -2.941 -1.364
H -0.176 -0.636 -3.117
H 0.243 -2.280 -3.597
H 2.259 -0.828 -3.502
H 2.365 -2.110 -2.296
H 1.372 0.578 -1.756
H 3.450 1.212 -1.629
H 4.028 -0.424 -1.452
H 4.015 1.364 0.601
H 3.900 -0.362 0.880
H 3.874 1.223 3.025
H 2.764 2.321 3.841
H 3.450 2.758 2.277
H 0.819 2.648 4.292
H -1.604 2.568 4.926
H -3.213 1.561 3.399
C -2.059 -2.397 1.983
O -0.714 -2.372 1.452
C 0.235 -2.762 2.461
C 1.414 -3.371 1.766
O 1.903 -2.433 0.789
C 3.107 -2.946 0.193
H -2.307 -3.423 2.253
H -2.729 -2.040 1.210
H -2.126 -1.743 2.852
H -0.212 -3.503 3.126
H 0.507 -1.880 3.050
H 1.137 -4.298 1.258
H 2.204 -3.585 2.490
H 3.841 -3.153 0.972
H 3.499 -2.196 -0.481
H 2.891 -3.865 -0.355
C 0.400 3.473 -2.224
Ge -1.054 2.180 -2.398
C -0.944 1.391 -4.192
C -2.814 2.991 -2.169
C -0.717 1.027 -0.813
H 0.349 4.213 -3.022
H 1.378 2.988 -2.292
H 0.345 3.998 -1.270
H -1.226 2.187 -4.883
H -1.630 0.560 -4.359
H 0.065 1.080 -4.466
H -2.960 3.788 -2.899
H -2.912 3.418 -1.171
H -3.608 2.257 -2.317
H -0.607 1.829 -0.075

***

Entry 2:
74
Properties=species:S:1:pos:R:3 method="wB97M-V/def2-TZVPD" homo_energy_ha="-0.5996 / -0.5996" lumo_energy_ha="-0.457 / -0.437" total_charge=+3
In 0.071 -2.163 -0.268
P 0.382 1.994 1.590
P -2.364 0.589 -0.181
P 2.385 -0.175 -0.425
H -1.349 -2.940 -4.572
C -0.644 -3.580 -4.017
C -0.407 -3.420 -2.689
H -1.245 -2.833 -2.217
C 0.304 3.676 0.839
C -0.908 2.161 2.903
C 1.888 2.180 2.647
C -3.309 -0.150 -1.582
C -3.617 0.238 1.128
C -2.920 2.320 -0.496
C 3.018 -1.132 -1.866
C 3.562 -0.824 0.846
C 3.195 1.420 -0.825
H -0.228 -4.385 -4.661
H 0.399 -3.960 -2.139
H 0.515 4.448 1.591
H -0.686 3.855 0.401
H 1.048 3.745 0.032
H -0.621 2.915 3.646
H -1.012 1.187 3.405
H -1.879 2.430 2.465
H 1.910 3.167 3.119
H 2.793 2.049 2.042
H 1.880 1.408 3.424
H -4.349 0.204 -1.506
H -3.286 -1.244 -1.507
H -2.882 0.169 -2.545
H -4.594 0.609 0.780
H -3.338 0.748 2.059
H -3.674 -0.844 1.315
H -4.012 2.307 -0.669
H -2.420 2.728 -1.393
H -2.705 2.975 0.364
H 4.109 -1.041 -1.882
H 2.598 -0.726 -2.795
H 2.735 -2.185 -1.778
H 4.519 -1.106 0.374
H 3.122 -1.715 1.325
H 3.747 -0.068 1.626
H 4.190 1.248 -1.298
H 3.347 2.061 0.064
H 2.571 1.985 -1.548
C 0.142 1.160 -4.120
C -0.321 -0.076 -4.613
C 0.080 -0.500 -5.892
C 0.861 0.333 -6.690
C 1.272 1.579 -6.238
C 0.943 1.982 -4.940
Se -0.113 1.906 -2.364
H 0.096 0.476 -2.009
H -0.986 -0.722 -4.034
H -0.228 -1.480 -6.268
H 1.156 0.003 -7.698
H 1.855 2.254 -6.885
H 1.294 2.938 -4.536
N -0.151 -2.195 7.292
C -1.053 -2.574 6.320
O -1.994 -3.352 6.547
C -0.783 -2.078 4.921
C 0.445 -1.521 4.562
C 0.705 -1.283 3.213
N -0.147 -1.644 2.249
C -1.353 -2.130 2.583
C -1.724 -2.330 3.908
H -0.418 -2.478 8.242
H 0.463 -1.402 7.233
H 1.226 -1.269 5.276
H 1.634 -0.826 2.895
H -2.043 -2.367 1.788
H -2.700 -2.728 4.133

***

Number 1: strongest force on any atom 0.3 eV/A. Number 2: strongest force on any atom 2.7 eV/A.